{
  "formula": "C25H27N3O",
  "method": "the ωB97M-V functional and the def2-TZVPD basis",
  "elements": ["O", "C", "C", "N", "C", "C", "N", "C", "C", "C", "C", "C", "C", "H", "H", "H", "H", "H", "C", "C", "H", "H", "H", "H", "H", "H", "H", "H", "H", "H", "C", "N", "C", "C", "C", "C", "C", "C", "C", "C", "C", "C", "C", "C", "H", "H", "H", "H", "H", "H", "H", "H", "H", "H", "H", "H"],
  "xyz": [[1.8187, 1.6815, -2.8475], [2.3964, 2.0126, -1.7313], [1.4226, 2.4995, -0.5713], [0.3463, 1.6989, -0.5675], [-0.1260, 1.4966, 0.6080], [-1.1269, 0.5798, 0.7809], [-2.1797, 1.0755, -0.0977], [-3.5123, 0.2231, 0.1569], [-4.2596, -0.2907, -0.8572], [-5.6380, -0.6329, -0.6472], [-6.0796, -0.6287, 0.8605], [-5.2726, -0.1763, 1.7495], [-4.1239, 0.3696, 1.2505], [-3.5553, 0.8456, 2.3692], [-5.7791, -0.0950, 2.6341], [-7.0739, -0.7993, 0.8698], [-6.2147, -0.9477, -1.5476], [-3.8773, -0.1873, -1.8656], [-1.8891, 0.9723, -1.3067], [-0.6737, 2.2434, -1.2802], [-0.3064, 2.2568, -2.4182], [-1.0257, 3.1970, -0.8316], [-2.6001, 1.4257, -1.8888], [-1.3012, 0.2874, -1.6990], [-1.5415, 0.0797, 1.9334], [-0.8147, -0.4660, 0.5287], [0.7010, 1.3388, 1.3174], [-0.5575, 2.4379, 1.3373], [2.1837, 2.7076, 0.3130], [1.2681, 3.6694, -0.9247], [3.4502, 0.7893, -1.1016], [2.8016, -0.2346, -0.4941], [2.7069, -0.1991, 0.9919], [3.3963, 0.6026, 1.7750], [3.1962, 0.3065, 3.1736], [2.2969, -0.8093, 3.8265], [1.6757, -1.7212, 2.6274], [1.9059, -1.0391, 1.4513], [1.4361, -1.8739, 0.1725], [0.6848, -2.8963, 0.0130], [0.2190, -3.0862, -1.4675], [1.0266, -2.3507, -2.3456], [1.8316, -1.4398, -2.2893], [2.0320, -1.0564, -1.0610], [2.2978, -1.0467, -3.0536], [0.5182, -2.8245, -3.5793], [-0.4465, -4.0057, -1.7679], [-0.0086, -3.4133, 0.5493], [1.0373, -2.5050, 3.0310], [2.3249, -0.9459, 4.7529], [3.6258, 0.8129, 4.0206], [3.9982, 1.3348, 1.6488], [3.7526, 0.2895, -2.0279], [4.1714, 1.4320, -0.6012], [3.0914, 2.9583, -2.0706], [1.1899, 1.0927, -2.4341]],
  "forces_ev_per_angstrom": [[-2.0, -1.7, -2.4], [5.8, 3.5, 3.9], [7.3, 5.8, -2.5], [1.1, -0.4, -2.8], [2.1, 2.8, 12.6], [-4.6, -6.8, 2.7], [-7.3, -4.6, 11.1], [4.4, 2.4, -3.7], [-3.4, -0.8, -2.2], [2.4, -0.1, 2.7], [-0.2, -1.4, -9.8], [0.5, 0.7, -0.5], [1.8, 2.2, 12.4], [-0.9, -0.8, -3.9], [0.2, 0.7, 3.0], [-3.1, -1.0, 1.2], [0.1, 0.2, 1.3], [-0.1, -0.5, -0.1], [4.5, 7.6, -5.9], [-3.0, -0.9, -7.3], [-1.2, 1.0, 2.4], [-0.2, -0.4, -0.6], [-1.8, 0.5, -2.1], [2.2, -4.4, -2.0], [1.2, 3.0, -3.0], [0.0, 0.6, -1.0], [-0.1, -0.7, -0.2], [0.8, -0.8, -2.5], [-2.3, -1.2, -1.0], [-0.5, -2.6, 1.0], [-1.0, 3.7, -4.7], [2.3, 3.6, 6.9], [3.8, 4.3, -6.5], [-2.2, -3.1, 6.8], [-2.8, -3.0, 2.1], [1.3, 1.5, -15.5], [2.3, 5.6, 6.7], [-7.1, -11.8, -1.3], [3.4, 6.1, 0.0], [-3.9, -1.9, -6.5], [2.4, -0.7, 2.4], [-12.9, -13.1, -6.4], [4.9, 5.8, 1.2], [-2.5, -4.5, 6.7], [2.2, 2.1, -4.0], [2.1, 1.8, 3.2], [1.5, 2.3, 0.6], [-0.9, -1.4, 2.8], [0.0, -0.1, -1.3], [0.0, -1.3, 7.7], [0.7, 0.9, -0.5], [4.0, 4.7, -1.7], [1.2, 0.9, -0.2], [0.3, -1.0, 0.4], [-1.0, -2.1, 1.4], [-1.4, -1.2, -1.1]],
  "mulliken_charge": [-0.586, -0.256, -0.531, 1.201, -1.914, 0.262, 0.165, 0.189, -0.425, -0.764, -0.381, -1.221, 0.947, 0.109, 0.374, 0.472, 0.334, 0.402, -1.581, -1.024, 0.424, 0.388, 0.888, 0.635, 0.405, -0.300, 0.192, 0.273, 0.324, 0.296, -1.248, 0.354, 0.402, -1.271, -0.851, -1.134, -0.696, 1.345, -0.130, -0.169, -0.923, -0.595, -1.161, 1.197, 0.870, 0.003, 0.290, 0.502, 0.361, 0.714, 0.338, 0.702, 0.439, 0.412, 0.531, 0.420],
  "orbital_gap_ha": 0.276,
  "e_lumo_ev": 0.3927,
  "homo_ev": -7.12,
  "energy_ha": -1207.58023,
  "e_above_lowest_ev": 22.519
}

{
  "formula": "C25H27N3O2",
  "method": "the ωB97M-V functional and the def2-TZVPD basis",
  "elements": ["O", "C", "N", "C", "C", "C", "C", "C", "C", "H", "H", "O", "C", "C", "C", "C", "C", "C", "C", "H", "H", "H", "H", "H", "H", "H", "H", "H", "H", "C", "N", "C", "C", "N", "C", "C", "C", "C", "C", "C", "H", "H", "H", "H", "H", "C", "C", "H", "H", "H", "H", "H", "H", "H", "H", "H", "H"],
  "xyz": [[0.1668, 3.7076, 1.2046], [0.4985, 2.9328, 0.3352], [-0.3085, 2.0608, -0.3141], [-1.6731, 1.8108, -0.1394], [-2.2609, 0.8114, -0.9064], [-3.6076, 0.5187, -0.7882], [-4.3942, 1.2304, 0.1102], [-3.8020, 2.2300, 0.8831], [-2.4609, 2.5210, 0.7641], [-2.0140, 3.2949, 1.3649], [-4.4220, 2.7739, 1.5779], [-5.7301, 1.0392, 0.3106], [-6.4049, 0.0835, -0.4754], [-6.0090, -1.3475, -0.1976], [-6.1761, -2.3189, -1.1764], [-5.8325, -3.6342, -0.9212], [-5.3119, -3.9892, 0.3120], [-5.1426, -3.0248, 1.2903], [-5.4939, -1.7104, 1.0390], [-5.3651, -0.9563, 1.8013], [-4.7382, -3.2962, 2.2542], [-5.0393, -5.0155, 0.5088], [-5.9675, -4.3828, -1.6881], [-6.5776, -2.0419, -2.1414], [-7.4618, 0.2220, -0.2176], [-6.2843, 0.3092, -1.5448], [-4.0247, -0.2710, -1.3925], [-1.6579, 0.2508, -1.6073], [0.1709, 1.4731, -0.9880], [1.9344, 2.8673, -0.1961], [2.2811, 1.5219, -0.6090], [3.4121, 1.4283, -1.5243], [4.7260, 1.0810, -0.8221], [4.5979, -0.2181, -0.2043], [5.6822, -1.0346, 0.0076], [5.5213, -2.4031, 0.2585], [6.6158, -3.2162, 0.4741], [7.9006, -2.7021, 0.4366], [8.0735, -1.3523, 0.1832], [6.9869, -0.5264, -0.0238], [7.1555, 0.5257, -0.1931], [9.0685, -0.9315, 0.1548], [8.7531, -3.3429, 0.6017], [6.4612, -4.2688, 0.6645], [4.5352, -2.8407, 0.2682], [3.2594, -0.5962, 0.1854], [2.4586, 0.6494, 0.5480], [2.9801, 1.1747, 1.3648], [1.4719, 0.3581, 0.9208], [2.7419, -1.1458, -0.6155], [3.3103, -1.2415, 1.0662], [5.5284, 1.0532, -1.5645], [4.9676, 1.8617, -0.0835], [3.5216, 2.3682, -2.0673], [3.1921, 0.6419, -2.2561], [2.5996, 3.2770, 0.5807], [1.9779, 3.5317, -1.0645]],
  "forces_ev_per_angstrom": [[-0.1, 0.2, 0.2], [0.3, -0.1, -0.2], [0.1, -0.2, -0.3], [-0.4, 0.0, 0.1], [0.2, 0.2, 0.1], [-0.3, 0.0, 0.0], [0.3, 0.2, 0.0], [-0.2, -0.3, -0.2], [0.1, 0.1, 0.0], [0.0, 0.0, 0.0], [-0.1, 0.1, 0.1], [0.0, 0.0, 0.2], [-0.3, -0.1, -0.2], [0.0, 0.0, 0.0], [0.0, 0.1, 0.1], [0.0, -0.1, 0.0], [0.0, -0.1, 0.0], [0.0, 0.0, 0.1], [-0.1, 0.1, 0.0], [0.0, 0.1, 0.1], [0.0, 0.0, 0.1], [0.0, -0.1, 0.0], [0.0, -0.1, -0.1], [0.0, 0.0, -0.1], [0.2, 0.0, -0.1], [0.0, 0.0, 0.1], [0.0, -0.1, 0.0], [0.1, -0.1, -0.1], [0.1, 0.1, 0.2], [0.0, 0.1, 0.1], [0.1, 0.1, 0.0], [0.2, -0.1, -0.2], [0.0, 0.2, -0.1], [-0.2, 0.2, -0.1], [0.2, -0.1, 0.0], [-0.2, 0.0, 0.0], [0.1, 0.0, 0.0], [0.1, -0.1, 0.0], [0.0, -0.1, 0.0], [-0.1, 0.2, -0.1], [0.0, 0.1, 0.0], [0.1, 0.0, 0.0], [0.1, -0.1, 0.0], [0.0, -0.1, 0.0], [-0.1, 0.0, 0.0], [-0.2, 0.0, 0.1], [-0.1, -0.3, 0.1], [0.0, 0.0, 0.0], [0.1, 0.0, 0.1], [0.0, -0.1, 0.1], [-0.1, 0.0, -0.1], [0.0, 0.0, 0.1], [0.1, 0.0, -0.1], [0.0, 0.0, 0.0], [0.2, 0.1, 0.0], [-0.1, 0.0, 0.0], [0.0, 0.0, 0.1]],
  "mulliken_charge": [-0.680, 0.576, -0.085, 0.659, -1.090, -0.111, 0.520, -0.817, -0.315, 0.532, 0.423, -0.425, -0.861, 0.394, -0.385, -0.514, -0.398, -0.616, -0.138, 0.397, 0.381, 0.380, 0.373, 0.368, 0.329, 0.418, 0.358, 0.340, 0.125, -0.836, 0.157, -1.252, -0.787, 0.351, 0.932, -0.486, -0.648, -0.500, -0.644, -0.490, 0.354, 0.357, 0.376, 0.356, 0.356, -1.101, -0.854, 0.357, 0.393, 0.272, 0.684, 0.698, 0.300, 0.450, 0.279, 0.310, 0.483],
  "orbital_gap_ha": 0.303,
  "e_lumo_ev": 0.5611,
  "homo_ev": -7.69,
  "energy_ha": -1283.60311,
  "e_above_lowest_ev": 1.936
}

{
  "formula": "C25H27N3O5",
  "method": "the ωB97M-V functional and the def2-TZVPD basis",
  "elements": ["O", "C", "N", "H", "C", "H", "H", "C", "O", "N", "C", "C", "C", "C", "C", "O", "H", "H", "H", "H", "C", "O", "N", "H", "C", "C", "C", "C", "H", "H", "C", "H", "H", "H", "H", "H", "H", "H", "C", "C", "C", "C", "C", "C", "C", "H", "H", "H", "H", "H", "H", "H", "C", "C", "C", "C", "O", "H", "H", "H"],
  "xyz": [[-1.6897, -0.9511, 1.7802], [-2.0986, -1.7304, 0.9303], [-1.3172, -2.6776, 0.3696], [-1.6883, -3.2693, -0.3552], [0.0395, -2.9464, 0.7877], [0.2287, -2.4033, 1.7154], [0.1416, -4.0199, 0.9782], [1.0752, -2.6183, -0.3046], [1.5417, -3.5352, -0.9581], [1.4309, -1.3346, -0.4946], [0.8617, -0.1909, 0.1974], [1.9309, 0.6958, 0.7663], [2.6713, 0.5702, 1.9066], [3.5359, 1.6886, 1.9393], [3.2496, 2.4114, 0.8234], [2.2785, 1.8216, 0.1125], [3.6476, 3.3304, 0.4422], [4.2656, 1.9163, 2.6882], [2.6128, -0.2221, 2.6240], [0.2463, -0.5370, 1.0288], [-0.0273, 0.6669, -0.7358], [0.1961, 0.8293, -1.9165], [-1.0373, 1.2615, -0.0811], [-1.2922, 0.9552, 0.8481], [-1.9282, 2.1929, -0.7449], [-3.1098, 1.4761, -1.4404], [-4.3800, 2.0771, -0.8334], [-3.9381, 2.5266, 0.5560], [-3.8402, 1.6632, 1.2156], [-4.6288, 3.2353, 1.0102], [-2.5662, 3.1373, 0.2815], [-2.6850, 4.1286, -0.1568], [-1.9524, 3.2298, 1.1763], [-4.6982, 2.9442, -1.4143], [-5.2018, 1.3627, -0.8087], [-3.0517, 0.4081, -1.2276], [-3.0709, 1.5990, -2.5206], [-1.3140, 2.7270, -1.4746], [2.4566, -1.0452, -1.4923], [3.8028, -0.7855, -0.8693], [4.3168, -1.6541, 0.0863], [5.5489, -1.4117, 0.6638], [6.2880, -0.3029, 0.2861], [5.7912, 0.5567, -0.6773], [4.5547, 0.3171, -1.2512], [4.1654, 0.9928, -1.9993], [6.3659, 1.4199, -0.9801], [7.2500, -0.1127, 0.7388], [5.9366, -2.0914, 1.4086], [3.7456, -2.5246, 0.3735], [2.5165, -1.9250, -2.1402], [2.1290, -0.1868, -2.0801], [-3.4854, -1.7050, 0.4380], [-4.1228, -2.3483, -0.5974], [-5.4641, -1.9168, -0.5610], [-5.5470, -1.0497, 0.4900], [-4.3651, -0.9159, 1.0896], [-6.3701, -0.4921, 0.8923], [-6.2532, -2.2093, -1.2221], [-3.6981, -3.0287, -1.3074]],
  "forces_ev_per_angstrom": [[-0.2, 0.0, 0.2], [0.0, 0.1, 0.1], [0.0, -0.1, -0.2], [-0.1, 0.0, 0.1], [0.3, -0.1, 0.0], [-0.1, -0.1, -0.1], [0.1, 0.2, 0.0], [-0.4, -0.2, 0.4], [0.1, -0.3, 0.0], [0.1, 0.3, -0.2], [0.1, 0.3, -0.2], [0.0, -0.5, 1.0], [-0.5, 0.1, -0.5], [0.0, 0.4, -0.4], [0.5, 0.1, 0.7], [-0.4, 0.1, -0.4], [0.0, 0.1, -0.1], [0.2, 0.1, 0.1], [-0.1, -0.2, 0.1], [0.1, 0.1, -0.1], [-0.1, -0.3, 0.6], [0.0, 0.0, -0.4], [-0.2, 0.2, 0.2], [0.2, -0.1, 0.0], [0.2, 0.1, -0.3], [0.0, 0.1, -0.1], [0.0, -0.1, 0.1], [-0.1, 0.2, -0.1], [0.0, -0.1, 0.1], [0.0, 0.0, 0.1], [0.0, -0.1, 0.1], [0.0, 0.0, 0.0], [0.1, 0.1, 0.0], [-0.1, 0.0, 0.0], [-0.1, 0.0, -0.1], [0.0, 0.0, 0.0], [0.0, -0.1, -0.1], [-0.1, 0.0, 0.1], [0.1, -0.1, -0.4], [0.1, 0.0, 0.0], [0.1, 0.0, -0.1], [-0.1, -0.1, 0.0], [0.1, 0.1, 0.0], [0.2, 0.0, 0.0], [-0.1, -0.2, 0.0], [-0.1, 0.1, -0.1], [0.0, 0.1, 0.0], [0.1, 0.0, 0.0], [0.0, -0.1, 0.1], [-0.1, -0.1, 0.0], [-0.1, 0.2, 0.1], [0.1, -0.1, 0.1], [-0.2, -0.6, -0.7], [0.5, 0.3, 0.6], [-0.2, 0.4, 0.4], [-0.5, -0.4, -0.7], [0.4, 0.2, 0.4], [0.0, 0.1, 0.1], [-0.2, 0.0, -0.1], [0.2, -0.1, -0.1]],
  "mulliken_charge": [-0.772, 0.691, 0.053, 0.198, -1.287, 0.423, 0.431, 1.270, -0.696, 0.610, 0.565, -0.201, -0.698, -0.638, -0.748, -0.320, 0.528, 0.515, 0.600, 0.373, -0.483, -0.703, 0.014, 0.459, -0.162, -0.170, -0.784, -0.381, 0.155, 0.438, -1.055, 0.367, 0.412, 0.335, 0.347, -0.131, 0.330, 0.350, -1.338, 0.789, -0.286, -0.717, -0.520, -0.584, -0.552, 0.401, 0.409, 0.400, 0.417, 0.416, 0.592, 0.324, 0.068, -0.117, -0.696, -0.481, -0.289, 0.558, 0.488, 0.479],
  "orbital_gap_ha": 0.316,
  "e_lumo_ev": 0.3800,
  "homo_ev": -8.22,
  "energy_ha": -1509.34990,
  "e_above_lowest_ev": 1.502
}

{
  "formula": "C25H27N3O5S",
  "method": "the ωB97M-V functional and the def2-TZVPD basis",
  "elements": ["C", "C", "H", "H", "O", "C", "O", "C", "H", "C", "N", "C", "O", "C", "C", "C", "C", "C", "C", "H", "H", "C", "O", "N", "C", "S", "N", "H", "C", "C", "C", "C", "C", "C", "C", "O", "C", "H", "H", "H", "H", "H", "H", "H", "H", "H", "H", "C", "C", "C", "H", "H", "H", "H", "H", "H", "H", "H", "H", "H", "H"],
  "xyz": [[2.8548, 1.6707, -4.3177], [2.5366, 2.9740, -3.5982], [2.7212, 3.8348, -4.2444], [1.4989, 2.9857, -3.2501], [3.4011, 3.1391, -2.4703], [2.9341, 2.7828, -1.2793], [1.8004, 2.4280, -1.0730], [3.9800, 2.8853, -0.1748], [3.7297, 3.7826, 0.4025], [3.8163, 1.6565, 0.7403], [4.2144, 0.4654, 0.0291], [3.3524, -0.3892, -0.5773], [3.6973, -1.1462, -1.4671], [1.9528, -0.4137, -0.0470], [0.9030, -0.2959, -0.9381], [-0.4076, -0.3415, -0.4707], [-0.6603, -0.5501, 0.8892], [0.4079, -0.7142, 1.7700], [1.7038, -0.6402, 1.3104], [2.5323, -0.7685, 1.9904], [0.1858, -0.8907, 2.8111], [-2.0414, -0.6021, 1.3785], [-2.3449, -0.7821, 2.5366], [-3.0273, -0.4162, 0.4083], [-2.7779, -0.2192, -0.9195], [-3.9481, -0.0133, -2.0630], [-1.4763, -0.1901, -1.3145], [-1.3165, -0.0258, -2.3000], [-4.4001, -0.4904, 0.8819], [-4.8142, -1.9082, 1.1771], [-4.3638, -2.9683, 0.4114], [-4.7409, -4.2691, 0.7011], [-5.5782, -4.5102, 1.7721], [-6.0463, -3.4621, 2.5473], [-5.6747, -2.1554, 2.2569], [-6.0986, -1.0608, 2.9492], [-6.8750, -1.2548, 4.1056], [-7.0426, -0.2601, 4.5163], [-6.3490, -1.8670, 4.8448], [-7.8409, -1.7141, 3.8704], [-6.7010, -3.6763, 3.3772], [-5.8767, -5.5198, 2.0126], [-4.3801, -5.0846, 0.0933], [-3.7106, -2.7790, -0.4283], [-4.4763, 0.0954, 1.8007], [-5.0455, -0.0539, 0.1151], [1.0969, -0.1515, -1.9892], [5.5973, 0.4935, -0.4082], [5.8470, 1.6707, -1.3482], [5.4194, 2.9784, -0.6844], [6.0722, 3.1828, 0.1680], [5.5128, 3.8043, -1.3895], [5.2780, 1.5186, -2.2651], [6.9052, 1.7120, -1.6085], [6.2303, 0.5771, 0.4817], [5.8044, -0.4517, -0.9123], [4.4538, 1.7700, 1.6234], [2.7751, 1.5783, 1.0527], [2.1671, 1.5333, -5.1472], [2.7611, 0.8273, -3.6363], [3.8715, 1.6898, -4.7027]],
  "forces_ev_per_angstrom": [[0.0, 0.3, 0.3], [-0.5, -0.2, -0.4], [0.0, -0.1, 0.1], [0.2, 0.1, -0.1], [0.3, 0.2, -0.2], [0.0, 0.1, 0.5], [0.0, 0.0, -0.1], [0.1, -0.1, 0.1], [0.0, 0.0, 0.0], [-0.4, 0.5, 0.1], [0.2, 0.0, 0.1], [-0.1, -0.1, 0.0], [-0.1, -0.1, -0.2], [-0.5, -0.3, 0.0], [0.0, -0.1, 0.2], [0.4, -0.2, 0.7], [0.3, 0.0, -0.2], [-0.1, 0.0, -0.1], [0.0, 0.0, -0.1], [0.1, 0.0, 0.1], [0.0, 0.0, 0.1], [0.2, 0.0, 0.2], [0.0, 0.0, 0.0], [0.1, 0.0, -0.1], [0.1, 0.1, -0.6], [-0.3, 0.0, -0.4], [-0.1, 0.0, 0.0], [-0.2, 0.0, 0.2], [-0.5, 0.1, 0.4], [-0.1, 0.1, 0.1], [-0.1, 0.1, 0.1], [0.0, -0.1, 0.0], [0.1, -0.1, -0.1], [-0.1, 0.2, 0.2], [0.1, -0.1, -0.2], [0.2, 0.0, -0.3], [-0.1, 0.0, 0.2], [0.0, -0.1, 0.0], [0.0, 0.0, 0.0], [0.1, 0.0, 0.0], [-0.1, 0.0, 0.1], [0.0, -0.1, 0.0], [0.0, -0.1, 0.0], [0.1, 0.1, -0.1], [0.1, 0.0, -0.2], [0.2, 0.0, 0.2], [0.1, 0.0, -0.1], [0.3, -0.2, -0.4], [0.0, 0.0, 0.3], [-0.1, 0.0, -0.2], [0.0, 0.0, 0.0], [0.1, 0.0, 0.1], [0.0, 0.0, -0.1], [0.0, 0.0, -0.1], [0.0, 0.0, 0.0], [0.0, 0.1, 0.1], [-0.1, 0.0, 0.0], [0.2, 0.0, 0.0], [-0.1, 0.0, -0.1], [0.0, -0.1, 0.0], [0.1, 0.0, -0.1]],
  "mulliken_charge": [-1.001, -0.270, 0.323, 0.318, -0.335, 0.279, -0.611, 0.598, 0.471, -1.299, 0.057, 0.193, -0.674, 1.054, -1.433, 0.531, 0.443, -1.217, -0.089, 0.531, 0.505, 0.731, -0.682, 0.139, 0.170, -0.352, -0.072, 0.345, -1.757, 0.966, -0.070, -0.964, -0.639, -0.535, 0.565, -0.371, -0.977, 0.249, 0.396, 0.356, 0.398, 0.374, 0.382, 0.339, 0.383, 0.547, 0.278, -1.145, -0.273, -1.271, 0.473, 0.418, 0.111, 0.403, 0.384, 0.537, 0.410, 0.498, 0.386, 0.195, 0.301],
  "orbital_gap_ha": 0.308,
  "e_lumo_ev": 0.1472,
  "homo_ev": -8.23,
  "energy_ha": -1907.60552,
  "e_above_lowest_ev": 0.000
}